[1]
Density functional theory data (ωB97M-V/def2-TZVPD) for 2 unconnected molecules or ions with the total composition C4H12NPS2.

Geometry as XYZ:
```
20
Properties=species:S:1:pos:R:3
C -0.41137 -1.33369 1.41814
C -0.33972 2.14021 -0.42095
C 4.32650 -0.52161 0.54510
C -1.88220 -1.34752 1.05614
N -0.59217 0.64373 -0.61033
P -2.11364 -0.01620 -0.19908
S -3.20552 1.48427 0.56100
S 3.71870 0.78922 -0.62740
H 0.15047 -1.83404 0.67839
H -0.06598 -0.31084 1.55354
H -0.24799 -1.72089 2.41864
H -1.03718 2.47388 0.25783
H 0.72950 2.13245 -0.30426
H -0.42966 2.72616 -1.40085
H 3.33241 -1.03937 0.73396
H 4.78457 -0.00750 1.44845
H 5.05161 -1.09400 -0.06638
H -2.40794 -1.13017 1.97649
H -2.21061 -2.22173 0.52526
H -0.22982 0.16772 -1.45658
```

Properties
Relative energy (zero: lowest compared OMol25 entry of this formula, charge and spin) = 100.5 kcal per mole
2S+1 = 1
Total energy = -36789.2383 eV

***

[2]
Density functional theory data (ωB97M-V/def2-TZVPD) for 2 unconnected molecules or ions with the total composition C8H20O4.

Geometry as XYZ:
```
32
Properties=species:S:1:pos:R:3
O 6.90355 -3.94366 3.28510
C 7.90520 -3.94492 4.30984
C 7.52654 -3.73990 5.73068
C 7.28016 -2.30970 6.18879
C 5.76546 -1.98079 6.11035
O 5.25735 -2.06286 4.81972
H 7.20552 -4.52935 2.55972
H 8.71248 -3.27964 3.94769
H 8.29804 -4.97987 4.31305
H 6.64275 -4.39204 5.86873
H 8.32472 -4.10781 6.40374
H 7.49690 -2.22237 7.27085
H 7.92247 -1.58159 5.65705
H 5.07869 -2.49205 6.81207
H 5.67238 -0.89118 6.28217
H 5.81659 -2.72202 4.35802
O 3.58542 -5.90183 4.16104
C 4.26632 -7.04607 4.67568
C 5.64565 -7.13837 4.06970
C 6.44146 -8.45433 4.34685
C 7.88017 -8.28132 4.23332
O 8.29981 -8.44852 2.93248
H 3.84660 -5.61442 3.26127
H 3.66487 -7.88558 4.27703
H 4.31872 -7.16198 5.77535
H 5.56790 -6.97818 2.97712
H 6.19086 -6.27559 4.49841
H 6.30281 -8.69283 5.41893
H 6.03681 -9.30042 3.75878
H 8.29155 -7.30715 4.56078
H 8.32060 -9.06634 4.87769
H 8.31471 -9.38827 2.65489
```

Properties
Relative energy (zero: lowest compared OMol25 entry of this formula, charge and spin) = 30.2 kcal per mole
SMILES = OCCCCO.OCCCCO
2S+1 = 1
Total energy = -16808.2123 eV

***

[3]
Density functional theory data (ωB97M-V/def2-TZVPD) for a molecular structure, C9H14F6N2O3PPdSbSe4Si.

Geometry as XYZ:
```
42
Properties=species:S:1:pos:R:3
Pd -0.54958 0.26913 1.59207
O 1.23104 0.76143 2.24134
N 1.83424 1.75881 1.66827
N 1.16684 2.39290 0.82022
O -0.07464 2.08987 0.50336
C 1.75408 3.54860 0.20497
C 3.12732 3.75732 0.29766
C 3.67162 4.86963 -0.31539
C 2.85656 5.76480 -0.99674
C 1.48659 5.55817 -1.05771
C 0.92656 4.44436 -0.45518
H 3.73958 3.05397 0.84057
H 4.73714 5.04491 -0.26672
H 3.29994 6.62143 -1.48551
H 0.85215 6.27351 -1.56171
H -0.13709 4.26272 -0.49194
C -2.21578 0.11494 -1.79275
Si -3.24202 0.14787 -0.20375
C -4.67938 -1.06609 -0.19768
C -3.84748 1.97279 -0.07221
O -2.38810 -0.07918 1.15855
H -2.81028 0.50854 -2.61742
H -1.92271 -0.90962 -2.01767
H -1.31734 0.71903 -1.67920
H -5.30686 -0.90428 -1.07425
H -5.29082 -0.94145 0.69627
H -4.30894 -2.09115 -0.22296
H -4.36756 2.22416 -0.99490
H -2.99099 2.63360 0.05955
H -4.52696 2.07223 0.77351
Se -2.26400 -3.00226 3.63735
Sb -0.37122 -1.55543 3.31922
Se -1.08572 0.93588 4.94177
Se 1.71992 -1.94686 4.45818
Se -1.75567 2.21530 3.30306
F 0.48080 -0.69647 -0.55654
P 0.74866 -2.35530 -0.37383
F -0.04049 -2.62895 -1.70643
F 0.92453 -3.88559 -0.02331
F 2.13936 -2.22775 -1.07735
F -0.72711 -2.42164 0.46057
F 1.44491 -1.98970 1.11218
```

Properties
Relative energy (zero: lowest compared OMol25 entry of this formula, charge and spin) = 20.6 kcal per mole
Charge = +1
2S+1 = 6
⟨S²⟩ = 8.797
Total energy = -323550.0202 eV

***

[4]
Density functional theory data (ωB97M-V/def2-TZVPD) for a gas-phase ion, C5H13N2 (charge +1).

Geometry as XYZ:
```
20
Properties=species:S:1:pos:R:3
C -1.37842 -1.30526 1.81340
C -0.10418 -0.81332 1.07240
N 1.15117 -0.90112 1.77966
C -0.33087 0.72395 0.75245
C -0.44705 1.04540 -0.74368
C 0.42214 0.45496 -1.54157
N 0.56727 0.88632 -2.96884
H -1.74920 -0.52127 2.47487
H -1.21918 -2.19237 2.42851
H -2.15785 -1.56335 1.09746
H -0.04900 -1.49446 0.20619
H 1.66166 -0.04328 1.86342
H 1.38148 -1.74119 2.25989
H 0.57432 1.26974 1.00860
H -1.18394 1.08184 1.30761
H -1.15231 1.81542 -1.03547
H 1.22034 -0.15338 -1.13734
H 1.21044 0.36540 -3.55453
H 0.87168 1.85980 -3.02550
H -0.36007 0.88225 -3.38345
```

Properties
Relative energy (zero: lowest compared OMol25 entry of this formula, charge and spin) = 65.4 kcal per mole
SMILES = C[C@H](N)C/C=C/[NH3+]
Charge = +1
2S+1 = 1
Total energy = -8367.9733 eV

***

> Number 1 is which compound?

C4H12NPS2